{
  "formula": "C19H23N",
  "method": "ωB97M-V with the def2-TZVPD basis set",
  "species": ["C", "C", "C", "C", "C", "C", "H", "H", "C", "H", "H", "C", "N", "C", "C", "C", "C", "C", "H", "H", "H", "H", "H", "H", "H", "H", "H", "H", "C", "C", "C", "C", "C", "C", "H", "H", "H", "H", "H", "H", "H", "H", "H"],
  "coordinates": [[1.3125, 4.3921, 0.2003], [1.9318, 3.3462, 0.8441], [1.3358, 2.1500, 1.1568], [-0.0261, 2.0541, 1.0072], [-0.9053, 3.1345, 0.4261], [-0.0624, 4.3171, 0.0126], [-0.5479, 5.0891, -0.4146], [-1.8457, 2.9757, 0.0646], [-0.6921, 0.8757, 1.3308], [-1.7183, 0.8049, 1.1404], [-0.5068, 0.7153, 2.3111], [0.0574, -0.3254, 0.6686], [-0.8600, -1.5875, 1.2121], [0.1767, -2.8949, 0.9980], [-0.7677, -3.9592, 1.6475], [-1.8365, -4.1896, 1.0076], [-2.7664, -2.9346, 1.0758], [-1.8200, -1.7933, 0.3712], [-2.5047, -1.0050, 0.1728], [-1.5087, -2.0985, -0.7483], [-3.0799, -2.5773, 1.8797], [-3.4480, -2.9919, 0.2828], [-2.4481, -5.0572, 1.3367], [-1.5466, -4.5461, -0.0671], [-1.0235, -3.7350, 2.4717], [-0.0603, -4.9833, 1.6615], [0.9622, -2.6342, 1.7930], [0.4211, -3.1832, -0.1294], [0.5446, -0.1975, -0.5829], [1.7019, -0.7599, -1.0363], [2.0058, -0.6582, -2.5603], [1.0221, -0.0038, -3.3843], [-0.0690, 0.3566, -2.9333], [-0.4989, 0.3627, -1.4720], [-1.4101, 0.7255, -1.1982], [-0.6894, 0.7464, -3.7722], [1.2451, 0.0179, -4.4675], [3.2144, -1.0638, -2.6781], [2.3979, -1.1529, -0.4369], [1.1854, -0.4870, 1.2724], [2.0433, 1.4753, 1.8959], [3.3163, 3.7001, 1.0287], [1.7715, 5.4699, -0.1269]],
  "nbo_charge": [-0.29, -0.12, -0.29, 0.03, -0.23, -0.16, 0.19, 0.21, -0.47, 0.21, 0.23, 0.00, -0.44, -0.24, -0.37, -0.38, -0.38, -0.21, 0.18, 0.14, 0.19, 0.20, 0.21, 0.18, 0.18, 0.16, 0.22, 0.22, -0.14, -0.19, -0.17, -0.26, -0.20, -0.16, 0.20, 0.21, 0.22, 0.23, 0.20, 0.18, 0.24, 0.19, 0.23],
  "orbital_gap_ev": 8.92,
  "molar_mass_g_mol": 265.40,
  "e_above_lowest_kcal_mol": 319.9,
  "charge": 0
}